Version a
Molecular formula: H4O2Rb
Method: DFT, ωB97M-V/def2-TZVPD

As for the molecular weight: 121.5 g/mol. The LUMO energy comes out at -0.1456 hartree. For the highest occupied orbital energy, the calculation gives -14.41 eV.

```
! wB97M-V def2-TZVPD RIJCOSX def2/J DEFGRID3
* xyz 1 1
Rb -0.050 -0.097 0.008
O 1.186 -0.806 1.255
H 2.060 -1.056 0.953
H 0.990 -1.424 1.959
O -1.202 1.177 -1.056
H -0.853 1.227 -1.946
H -2.131 0.979 -1.173
*
```

Atom charges from the Löwdin analysis, given in e for atoms 1 to 2: 1.65 -0.48



Version b
Molecular formula: H4O2Rb
Method: DFT, ωB97M-V/def2-TZVPD

As for the molecular weight: 121.5 g/mol. The LUMO energy comes out at -0.1365 hartree. For the highest occupied orbital energy, the calculation gives -16.14 eV.

```
! wB97M-V def2-TZVPD RIJCOSX def2/J DEFGRID3
* xyz 1 1
Rb -16.051 -8.247 -20.717
O -17.965 -10.293 -20.074
H -17.733 -10.764 -19.274
H -18.205 -10.981 -20.695
O -13.592 -8.833 -19.269
H -13.356 -8.525 -18.394
H -12.754 -8.968 -19.711
*
```

Atom charges from the natural (NBO) analysis, given in e for atoms 1 to 2: 1.00 -0.98



version b takes first place; second place is 153.7 kcal/mol up.



Version a
Molecular formula: C9H16N
Method: DFT, ωB97M-V/def2-TZVPD

Its SMILES is CC[N@H+]1CCCC2=C[C@]21C. As for the molecular weight: 138.2 g/mol. The LUMO energy comes out at -0.0993 hartree. For the highest occupied orbital energy, the calculation gives -12.81 eV.

```
! wB97M-V def2-TZVPD RIJCOSX def2/J DEFGRID3
* xyz 1 1
C 2.782 -0.392 0.420
C 1.535 0.415 0.679
N 0.278 0.044 -0.135
C -0.117 -1.346 0.105
C -1.443 -1.529 -0.579
C -2.550 -0.917 0.288
C -2.105 0.432 0.743
C -1.358 1.303 1.379
C -0.740 1.084 0.006
C -0.695 2.239 -0.993
H 2.608 -0.934 -0.566
H 3.498 0.485 0.226
H 3.137 -1.080 1.199
H 1.698 1.455 0.478
H 1.275 0.217 1.771
H 0.536 -0.126 -1.160
H -0.179 -1.393 1.262
H 0.673 -1.879 -0.188
H -1.670 -2.687 -0.696
H -1.419 -0.994 -1.490
H -2.932 -1.533 1.017
H -3.484 -0.935 -0.340
H -1.250 2.144 2.143
H 0.052 2.012 -1.741
H -0.457 3.243 -0.535
H -1.740 2.256 -1.495
*
```

Atom charges from the natural (NBO) analysis, given in e for atoms 1 to 2: -0.65 -0.21



Version b
Molecular formula: C9H16N
Method: DFT, ωB97M-V/def2-TZVPD

As for the molecular weight: 138.2 g/mol. The LUMO energy (spin up / spin down) comes out at -0.1988 / -0.1988 hartree. For the highest occupied orbital energy (spin up / spin down), the calculation gives -12.78 / -12.78 eV.

```
! wB97M-V def2-TZVPD RIJCOSX def2/J DEFGRID3
* xyz 1 1
C 0.933 -2.188 0.132
C 2.656 -0.126 0.066
C 0.212 -0.818 0.523
C 1.469 0.195 0.112
C -1.696 -0.222 -1.227
C -1.916 0.807 -0.072
C 4.005 -0.368 -0.282
C -1.203 2.146 0.115
C -3.239 0.702 0.644
N -1.046 -0.476 0.060
H 0.581 -3.188 -0.005
H 1.427 -2.022 -0.769
H 1.740 -2.245 0.817
H -0.009 -0.646 1.605
H 0.870 1.132 -0.017
H -2.612 -0.978 -1.394
H -1.111 -0.041 -2.045
H 4.693 0.122 0.345
H 3.906 0.169 -1.274
H 4.259 -1.413 -0.447
H -0.874 2.563 -0.780
H -0.301 2.090 0.807
H -1.910 2.765 0.530
H -3.746 -0.334 0.755
H -3.978 1.205 0.093
H -3.108 1.170 1.707
*
```

Atom charges from the natural (NBO) analysis, given in e for atoms 1 to 2: -0.60 0.43



version a takes first place; second place is 50.8 kcal/mol up.



Version a
Molecular formula: C2H12N2O3
Method: DFT, ωB97M-V/def2-TZVPD

Its SMILES is N/C=C/N.O.O.O. As for the molecular weight: 112.1 g/mol. The LUMO energy comes out at 0.0231 hartree. For the highest occupied orbital energy, the calculation gives -7.16 eV.

```
! wB97M-V def2-TZVPD RIJCOSX def2/J DEFGRID3
* xyz 0 1
N 0.007 0.894 2.399
C -0.214 1.514 1.156
C -1.092 1.213 0.179
N -0.844 1.724 -1.058
H 0.356 1.385 3.208
H -0.668 0.353 2.777
H 0.521 2.226 1.156
H -1.927 0.485 0.248
H -1.604 2.000 -1.602
H -0.016 2.423 -1.034
O 2.830 0.380 -0.326
H 2.099 0.076 0.341
H 2.307 0.360 -1.149
O -1.154 -2.236 -2.181
H -0.607 -1.405 -1.971
H -1.461 -2.644 -1.451
O 0.087 -2.455 0.297
H 0.895 -2.438 0.027
H -0.309 -3.033 -0.264
*
```

Atom charges from the natural (NBO) analysis, given in e for atoms 1 to 2: -0.82 -0.11



Version b
Molecular formula: C2H12N2O3
Method: DFT, ωB97M-V/def2-TZVPD

Its SMILES is [H]/N=C/NC.O.O.O. As for the molecular weight: 112.1 g/mol. The LUMO energy comes out at 0.0218 hartree. For the highest occupied orbital energy, the calculation gives -8.87 eV.

```
! wB97M-V def2-TZVPD RIJCOSX def2/J DEFGRID3
* xyz 0 1
H 5.144 -1.970 0.607
N 4.140 -1.785 0.665
C 3.748 -1.821 1.876
N 2.437 -1.756 2.226
C 1.395 -1.770 1.213
H 4.432 -1.911 2.718
H 2.261 -1.441 3.160
H 1.663 -2.580 0.543
H 0.437 -1.888 1.730
H 1.294 -0.800 0.714
O -1.351 2.714 -3.993
H -0.674 2.286 -4.528
H -1.969 3.084 -4.634
O -3.554 1.321 1.647
H -2.698 1.756 1.518
H -3.898 1.840 2.386
O -4.383 1.249 -2.813
H -3.479 1.554 -2.621
H -4.948 1.917 -2.413
*
```

Atom charges from the natural (NBO) analysis, given in e for atoms 1 to 2: 0.34 -0.74



version b takes first place; second place is 46.6 kcal/mol up.



Version a
Molecular formula: C4H10NOS
Method: DFT, ωB97M-V/def2-TZVPD

As for the molecular weight: 120.2 g/mol. The LUMO energy comes out at -0.1314 hartree. For the highest occupied orbital energy, the calculation gives -12.77 eV.

```
! wB97M-V def2-TZVPD RIJCOSX def2/J DEFGRID3
* xyz 1 1
C 1.621 0.087 -0.013
C -0.850 0.771 -1.216
C 1.235 -2.097 0.738
C -0.679 0.609 0.253
N -0.795 1.623 1.005
O 2.011 -1.096 0.248
S 2.808 1.191 -0.393
H -1.804 0.214 -1.564
H -0.749 1.874 -1.621
H 0.039 0.209 -1.653
H 1.587 -3.175 0.728
H 0.247 -2.045 0.293
H 1.048 -1.989 1.836
H -0.677 -0.374 0.674
H 2.011 2.258 -0.547
H -1.095 1.458 1.983
H -0.861 2.536 0.617
*
```

Atom charges from the natural (NBO) analysis, given in e for atoms 1 to 2: 0.04 -0.71



Version b
Molecular formula: C4H10NOS
Method: DFT, ωB97M-V/def2-TZVPD

As for the molecular weight: 120.2 g/mol. The LUMO energy comes out at -0.1502 hartree. For the highest occupied orbital energy, the calculation gives -14.47 eV.

```
! wB97M-V def2-TZVPD RIJCOSX def2/J DEFGRID3
* xyz 1 1
C -0.898 -0.480 -0.927
C -1.149 0.600 0.109
C 0.570 -0.899 -0.762
C 2.350 0.330 0.923
N -2.474 1.098 -0.036
O 0.198 1.562 -0.415
S 1.586 0.639 -0.702
H -1.542 -1.275 -0.874
H -1.166 -0.070 -1.935
H -0.890 0.199 1.124
H -2.836 1.205 -0.987
H 0.871 -1.502 0.115
H 0.969 -1.400 -1.655
H 1.678 -0.084 1.725
H 2.579 1.231 1.342
H 3.327 -0.089 0.710
H -2.853 1.706 0.677
*
```

Atom charges from the natural (NBO) analysis, given in e for atoms 1 to 2: -0.46 0.28



Version c
Molecular formula: C4H10NOS
Method: DFT, ωB97M-V/def2-TZVPD

Its SMILES is [NH3+][C@H](C=O)CCS. As for the molecular weight: 120.2 g/mol. The LUMO energy comes out at -0.1452 hartree. For the highest occupied orbital energy, the calculation gives -13.09 eV.

```
! wB97M-V def2-TZVPD RIJCOSX def2/J DEFGRID3
* xyz 1 1
N 1.265 0.514 0.540
C -0.208 0.319 0.796
C -0.338 -0.205 2.226
O 0.582 -0.014 2.959
C -0.789 -0.506 -0.358
C -0.768 0.126 -1.741
S 0.387 -0.770 -2.885
H 1.735 0.765 1.429
H 1.478 1.250 -0.119
H 1.627 -0.399 0.259
H -0.749 1.271 0.876
H -1.301 -0.678 2.452
H -0.411 -1.532 -0.266
H -1.794 -0.808 -0.006
H -0.536 1.187 -1.668
H -1.726 0.015 -2.230
H 1.547 -0.535 -2.264
*
```

Atom charges from the natural (NBO) analysis, given in e for atoms 1 to 2: -0.68 -0.16



version c takes first place; second place is 23.4 kcal/mol up.



Version a
Molecular formula: C2H7O4P
Method: DFT, ωB97M-V/def2-TZVPD

Its SMILES is CC(O)=P(O)(O)O. As for the molecular weight: 126.0 g/mol. The LUMO energy comes out at 0.0151 hartree. For the highest occupied orbital energy, the calculation gives -7.42 eV.

```
! wB97M-V def2-TZVPD RIJCOSX def2/J DEFGRID3
* xyz 0 1
C 0.368 1.320 0.628
C 0.317 0.404 -0.604
O 1.621 0.097 -1.128
P -0.470 -1.191 -0.176
O -1.993 -0.801 -0.506
O -0.083 -2.299 -1.299
O -0.604 -2.225 1.013
H 1.007 2.298 0.414
H 0.789 0.808 1.523
H -0.523 1.851 1.059
H 2.169 0.565 -0.512
H -2.179 -0.131 -1.222
H 0.712 -1.985 -1.855
H -1.243 -2.969 1.065
*
```

Atom charges from the natural (NBO) analysis, given in e for atoms 1 to 2: -0.73 -0.31



Version b
Molecular formula: C2H7O4P
Method: DFT, ωB97M-V/def2-TZVPD

Its SMILES is COP(O)(O)=CO. As for the molecular weight: 126.0 g/mol. The LUMO energy (spin up / spin down) comes out at 0.0033 / 0.0033 hartree. For the highest occupied orbital energy (spin up / spin down), the calculation gives -8.07 / -8.07 eV.

```
! wB97M-V def2-TZVPD RIJCOSX def2/J DEFGRID3
* xyz 0 1
C 2.288 -0.562 0.075
O 1.635 0.633 -0.421
P -0.450 0.657 -0.071
O -0.615 2.235 -0.218
O -0.384 0.173 1.467
C -2.022 0.010 -0.682
O -2.322 -1.216 -0.067
H 2.301 -0.319 1.202
H 3.294 -0.510 -0.514
H 1.787 -1.431 -0.237
H 0.026 2.715 0.260
H -1.191 -0.434 1.554
H -2.074 0.019 -1.737
H -2.271 -1.969 -0.611
*
```

Atom charges from the natural (NBO) analysis, given in e for atoms 1 to 2: -0.27 -0.79



version a takes first place; second place is 38.7 kcal/mol up.